(1)
Density functional theory data (ωB97M-V/def2-TZVPD) for a structure of composition C7H14O3 in a non-equilibrium geometry.

The geometry in XYZ format:
```
24
Properties=species:S:1:pos:R:3:nbo_charge:R:1
C -1.6886 -1.2098 0.0674 0.3340
C -0.1201 -0.8060 -1.2849 -0.8740
C -2.8309 -0.4098 -0.5136 -0.6846
O -1.3552 -0.9700 1.2903 -0.7459
H -0.9714 0.2199 1.3291 0.4993
H -1.6543 -2.2653 -0.2192 0.1619
H -2.6666 0.6538 -0.3390 0.2082
H -2.9625 -0.6018 -1.5765 0.2135
H -0.7543 -1.2987 -2.0227 0.1984
H 0.6547 -1.4961 -0.9592 0.1913
H 0.2718 0.0484 -1.8250 0.1960
H -3.7482 -0.6964 0.0114 0.2188
C 1.7711 -0.2921 1.6583 -0.6477
C 0.4155 1.2380 0.1796 0.8507
C 1.7187 0.6079 0.4591 -0.1276
C 2.7628 0.8433 -0.3393 -0.2879
O 0.4049 2.1740 -0.7820 -0.6591
O -0.5296 1.2908 1.0425 -0.6740
H -0.4655 2.5981 -0.7781 0.5054
H 1.4636 0.2475 2.5562 0.2289
H 2.7808 -0.6707 1.8054 0.2187
H 1.0780 -1.1269 1.5478 0.2558
H 2.6948 1.5077 -1.1875 0.2156
H 3.7305 0.4139 -0.1201 0.2044
```

For the HOMO energy, the calculation gives -7.88 eV. Its gap between HOMO and LUMO is 7.61 eV. The net charge is 0.

***

(2)
Density functional theory data (ωB97M-V/def2-TZVPD) for the molecule C7H14S in a non-equilibrium geometry.

The geometry in XYZ format:
```
22
Properties=species:S:1:pos:R:3:nbo_charge:R:1
C 0.8121 2.1783 0.9698 -0.5946
C 0.3272 1.7896 -0.4481 -0.5074
C 0.6406 0.3361 -0.8276 0.0271
C -0.2941 -0.7944 -0.2543 -0.1517
C -1.6244 -0.2139 0.2649 -0.6093
C -0.4173 -1.8902 -1.3297 -0.6058
C 0.5197 -1.4043 0.8903 -0.5969
H 0.6577 3.2532 1.1698 0.2193
H 0.3291 1.6396 1.7759 0.1998
H 1.8811 1.9507 1.0692 0.2176
H 0.8478 2.4382 -1.1589 0.2291
H -0.7114 2.0336 -0.5912 0.2151
H -1.3885 0.3987 1.1330 0.2107
H -2.3397 -0.9994 0.5689 0.2214
H -2.0725 0.4194 -0.5087 0.2105
H -0.9529 -2.7337 -0.9277 0.2061
H 0.5456 -2.2873 -1.6816 0.2353
H -1.0115 -1.5220 -2.1857 0.2069
H -0.0025 -2.2302 1.3680 0.2114
H 0.6630 -0.6344 1.6613 0.2010
H 1.5198 -1.7058 0.5656 0.2290
S 2.0712 -0.0218 -1.5234 0.0251
```

For the HOMO energy, the calculation gives -8.43 eV. Its gap between HOMO and LUMO is 8.47 eV. The net charge is 0.

***

(3)
Density functional theory data (ωB97M-V/def2-TZVPD) for a structure of composition C7H15BiI2N2O4P.

The geometry in XYZ format:
```
32
Properties=species:S:1:pos:R:3:nbo_charge:R:1
Bi -0.7653 -1.2077 -0.1661 1.9482
N 1.7391 -1.4092 -0.3781 -0.8588
C 2.2631 -1.5522 0.9925 -0.3312
C 1.4514 -0.7139 1.9702 0.6575
O 1.9580 -0.2488 2.9655 -0.5727
N 0.1322 -0.5559 1.6319 -0.8082
C -0.7155 0.2478 2.5032 -0.3583
C -1.9531 0.7379 1.7646 0.7767
O -2.6156 1.6571 2.1671 -0.5646
O -2.2508 0.0694 0.6423 -0.8638
H 2.1334 -2.1118 -0.9953 0.4031
H 2.0012 -0.4977 -0.7493 0.4079
H 3.3035 -1.2462 1.0849 0.2381
H 2.1887 -2.5974 1.2969 0.2306
H -0.1656 1.1073 2.8797 0.2526
H -1.0468 -0.3252 3.3740 0.2400
I 3.7340 1.8774 0.0490 -0.0245
I 2.2076 3.1905 1.7725 0.0504
C -2.1350 1.5251 -3.1505 -1.0145
P -0.7942 1.8086 -2.0027 1.9612
C 0.5421 2.6131 -2.8705 -1.0076
C -1.3780 2.8993 -0.7239 -1.0332
O -0.2661 0.4548 -1.4748 -1.1820
H -2.4706 2.4731 -3.5739 0.2696
H -2.9696 1.0602 -2.6232 0.2712
H -1.8008 0.8700 -3.9548 0.2653
H 0.1737 3.5258 -3.3414 0.2674
H 0.9432 1.9479 -3.6346 0.2667
H 1.3313 2.8674 -2.1616 0.2717
H -1.6444 3.8574 -1.1750 0.2696
H -0.5880 3.0669 0.0093 0.2735
H -2.2484 2.4769 -0.2223 0.2980
```

For the HOMO energy, the calculation gives -12.24 eV. Its gap between HOMO and LUMO is 7.76 eV. The net charge is +1.

***

(4)
Density functional theory data (ωB97M-V/def2-TZVPD) for a structure of composition C7H15Br9O2 in a non-equilibrium geometry.

The geometry in XYZ format:
```
33
Properties=species:S:1:pos:R:3:nbo_charge:R:1
C -4.8473 1.1813 0.2907 -0.4629
Br -4.1462 0.5841 2.0055 0.0921
Br -3.5514 2.4684 -0.4968 0.0616
Br -6.5313 2.1423 0.5687 0.0841
H -4.9870 0.2841 -0.3123 0.2284
C 1.0117 1.9573 -2.4719 -0.4356
Br 1.9754 2.5802 -0.7867 0.0433
Br 2.0764 2.5069 -4.0592 0.0823
Br -0.8387 2.6665 -2.5229 0.0848
H 0.9154 0.8718 -2.4903 0.2250
C 1.4543 -3.2652 -3.5423 -0.4488
Br 1.7723 -1.3751 -4.0594 0.0524
Br 2.9289 -4.3334 -4.2626 0.0863
Br -0.2052 -3.8193 -4.4647 0.0828
H 1.4335 -3.3526 -2.4560 0.2314
C -0.4729 -0.7808 -0.6619 -0.6450
C -1.1619 -0.5800 0.6755 -0.0607
O -0.6722 -1.4739 1.6836 -0.7323
H -0.3472 -1.8514 -0.8233 0.2095
H 0.5023 -0.3008 -0.5805 0.1880
H -1.0070 -0.2995 -1.4812 0.2143
H -2.2059 -0.8131 0.4664 0.1707
H -0.9920 0.4455 1.0036 0.1624
H 0.2836 -1.3852 1.6982 0.4800
C 1.3634 1.3808 3.0296 -0.6331
C 2.3252 0.2477 3.3267 -0.0678
O 2.3783 -0.7881 2.3779 -0.7223
H 0.3548 0.9955 2.8803 0.2149
H 1.6402 1.9201 2.1237 0.1949
H 1.3579 2.0892 3.8580 0.2160
H 1.9460 -0.1128 4.2829 0.1759
H 3.3123 0.6630 3.5301 0.1573
H 2.9345 -0.4535 1.6707 0.4699
```

For the HOMO energy, the calculation gives -10.18 eV. Its gap between HOMO and LUMO is 9.45 eV. The net charge is 0.

***

(5)
Density functional theory data (ωB97M-V/def2-TZVPD) for a structure of composition C7H15BrF2N2O4PS2.

The geometry in XYZ format:
```
34
Properties=species:S:1:pos:R:3:nbo_charge:R:1
C 1.1310 -0.4404 0.3765 -0.7097
C 0.8285 0.9481 0.8728 0.3741
C 1.9958 1.7136 1.4434 -0.6691
N -0.3200 1.4988 0.8755 -0.7853
P -1.6420 0.8938 -0.0253 0.9600
C -2.3579 -0.4089 1.0793 -0.9667
C -2.8393 2.3070 0.1956 -0.7269
C -3.9777 2.2884 1.2177 -0.4251
C -3.6418 2.1314 2.6939 -0.4215
Br -2.1218 3.1836 3.2855 -0.0209
H 0.2998 -1.1218 0.5480 0.2177
H 1.3661 -0.4341 -0.6898 0.2737
H 2.0057 -0.8429 0.8869 0.2313
H 2.9200 1.4451 0.9311 0.2262
H 2.1112 1.4743 2.5042 0.2228
H 1.8113 2.7833 1.3633 0.2242
H -2.0257 -0.2844 2.1122 0.2226
H -3.4485 -0.3936 1.0519 0.2190
H -2.0255 -1.3859 0.7289 0.2377
H -3.3102 2.3996 -0.7869 0.2229
H -2.2162 3.1932 0.3312 0.2480
H -4.6670 1.4784 0.9588 0.2066
H -4.5352 3.2230 1.1102 0.2063
H -3.4521 1.1005 2.9782 0.2143
H -4.4720 2.4928 3.2959 0.2134
N 4.4140 -3.1417 -3.0409 -1.2411
S 3.8816 -4.3855 -3.8787 2.5187
O 3.3351 -4.0429 -5.1522 -0.9377
O 3.2348 -5.3948 -3.1040 -0.9358
F 5.3088 -4.9874 -4.2049 -0.5050
S 3.3866 -2.1032 -2.4806 2.5235
O 4.0665 -0.9334 -2.0221 -0.9516
O 2.3404 -2.6486 -1.6700 -0.9543
F 2.6156 -1.6054 -3.7854 -0.5123
```

For the HOMO energy, the calculation gives -5.91 eV. Its gap between HOMO and LUMO is 8.22 eV. The net charge is -1.

***

(6)
Density functional theory data (ωB97M-V/def2-TZVPD) for a structure of composition C7H15Cl2NSm in a non-equilibrium geometry.

The geometry in XYZ format:
```
26
Properties=species:S:1:pos:R:3:lowdin_spin:R:1
Sm -1.5968 -0.9932 0.8495 5.1191
Cl -1.8914 -0.0315 3.1778 -0.0122
Cl -3.3949 -2.2463 -0.4511 -0.0103
C -2.0800 0.8137 -0.2931 -0.0468
H -2.6486 0.6766 -1.2173 -0.0037
H -2.3277 1.7223 0.2730 -0.0019
C 0.2366 -0.4254 -0.6443 -0.0218
C -0.5157 0.8129 -0.6764 -0.0083
H -0.2575 -1.2734 -1.1957 0.0005
C 0.2203 2.0603 -0.0700 -0.0005
H -0.5746 1.0248 -1.7622 -0.0030
C 1.6577 2.1159 -0.5739 -0.0002
H -0.3040 2.9720 -0.3864 -0.0001
H 0.1900 2.0384 1.0315 0.0000
C 2.4328 0.8421 -0.2708 -0.0002
H 1.6432 2.2647 -1.6600 -0.0001
H 2.1784 2.9749 -0.1391 0.0000
C 1.7278 -0.4150 -0.7952 -0.0029
H 3.4339 0.9179 -0.7112 0.0000
H 2.5590 0.7494 0.8142 -0.0001
H 1.9544 -0.5157 -1.8666 -0.0011
H 2.1764 -1.2940 -0.3124 -0.0004
N -1.2135 -3.4306 1.6564 -0.0066
H -1.8654 -3.6679 2.4097 0.0001
H -0.2755 -3.6814 1.9650 0.0005
H -1.4649 -4.0115 0.8488 0.0002
```

For the HOMO energy (alpha / beta), the calculation gives -2.45 / -2.40 eV. Its gap between HOMO and LUMO (alpha / beta) is 5.21 / 5.17 eV. Its multiplicity is 6. The net charge is -1.

***

(7)
Density functional theory data (ωB97M-V/def2-TZVPD) for the ion C7H15ClN with charge +1 in a non-equilibrium geometry.

The geometry in XYZ format:
```
24
Properties=species:S:1:pos:R:3:nbo_charge:R:1
C -0.6676 -0.0485 -1.0584 -0.1989
C 0.7579 -0.5134 -0.6939 0.1606
C -0.8645 0.5125 0.4529 0.1533
C 1.9450 0.2102 -1.3123 -0.6506
C 0.9802 -2.0161 -0.4227 -0.6749
C -1.7889 -0.1419 1.4103 -0.6725
C -0.9831 2.0247 0.6002 -0.6496
N 0.6258 0.1678 0.7132 -0.5540
Cl -1.7374 -1.4133 -1.6350 -0.0084
H -0.6935 0.6785 -1.8095 0.2398
H 2.8858 -0.0683 -0.6988 0.2443
H 1.6359 1.2653 -1.3469 0.2197
H 2.1514 -0.1563 -2.3662 0.2676
H 2.1119 -2.1362 -0.0845 0.2406
H 0.7780 -2.7033 -1.3257 0.2848
H 0.2799 -2.4524 0.4285 0.2387
H -1.2710 -0.6851 2.1933 0.2322
H -2.4644 -0.8527 0.8908 0.2678
H -2.5017 0.5987 1.9749 0.2603
H -0.9488 2.2181 1.6991 0.2399
H -1.9780 2.4176 0.1045 0.2674
H -0.2404 2.6602 0.1131 0.2260
H 0.7640 -0.5298 1.4055 0.4337
H 1.2234 0.9636 0.7678 0.4323
```

For the HOMO energy, the calculation gives -14.75 eV. Its gap between HOMO and LUMO is 11.89 eV. The net charge is +1.

***

(8)
Density functional theory data (ωB97M-V/def2-TZVPD) for a cluster of 2 separate species, C7H15ClSi in total in a non-equilibrium geometry.

The geometry in XYZ format:
```
24
Properties=species:S:1:pos:R:3:nbo_charge:R:1
C -1.0060 2.4897 0.5198 -0.1725
C -1.4974 1.5589 -0.3161 -0.3443
C -1.3769 -0.3811 -1.8223 -0.7230
C 0.5879 -2.3023 0.0799 -1.1126
C 0.7696 0.1239 2.0869 -1.1126
C 2.1723 0.2239 -0.7140 -1.1009
C -0.8691 0.3323 -0.6339 0.0293
Si 0.6468 -0.4112 0.2645 1.6093
Cl -2.5204 -1.1424 1.2533 -0.6572
H -1.5304 3.4122 0.7098 0.2110
H -0.0646 2.3567 1.0192 0.2009
H -2.4404 1.7600 -0.8145 0.2152
H -0.8255 -0.0064 -2.6923 0.2526
H -2.4356 -0.1905 -1.9930 0.2417
H -1.2029 -1.4503 -1.7590 0.2576
H 1.3561 -2.7710 0.6872 0.2426
H -0.3730 -2.6833 0.4117 0.2790
H 0.7487 -2.6198 -0.9456 0.2288
H 1.3722 1.0178 2.2196 0.2242
H -0.2172 0.3059 2.4990 0.2706
H 1.2266 -0.6623 2.6797 0.2516
H 2.4737 1.2182 -0.3988 0.2331
H 3.0205 -0.4394 -0.5574 0.2445
H 1.9851 0.2605 -1.7836 0.2311
```

For the HOMO energy (alpha / beta), the calculation gives -8.69 / -8.69 eV. Its gap between HOMO and LUMO (alpha / beta) is 6.64 / 6.64 eV. The net charge is 0.

***

Question: What is the formula in the seventh record?
Answer: C7H15ClN